Entry 1:
Here is a cluster of 8 separate species, C23H65N3O11 in total from OMol25. Energies are from wB97M-V/def2-TZVPD.

```
102
Properties=species:S:1:pos:R:3:lowdin_charge:R:1
C 44.17700 21.02200 55.62800 -0.099
O 44.56900 22.06300 56.56300 -0.184
C 45.97400 22.32100 56.49900 -0.230
C 46.76600 21.22500 57.19800 -0.223
N 48.12200 21.67500 57.08600 -0.042
C 49.07400 20.59200 57.65300 -0.171
C 50.45200 21.00800 57.32100 -0.213
O 51.36900 20.07600 58.03500 -0.267
C 52.63500 19.81900 57.35600 -0.088
H 44.41400 21.23700 54.55200 0.107
H 43.10600 21.10800 55.68600 0.051
H 44.33900 19.98200 55.91900 0.084
H 46.17200 23.28100 56.96700 0.126
H 46.28000 22.41500 55.54300 0.073
H 46.56500 20.25400 56.37900 0.188
H 46.45400 21.03800 58.10500 0.066
H 48.07500 22.37600 57.74300 0.069
H 48.72600 19.63400 57.20300 0.129
H 49.22300 20.55800 58.76200 0.132
H 50.78000 21.90700 57.54200 0.065
H 50.59900 20.72900 56.16400 0.159
H 52.36700 19.29000 56.44800 0.068
H 52.91700 18.96000 58.01100 0.099
H 53.11600 20.83500 57.33500 0.106
C 41.80100 25.50200 48.54200 -0.041
O 40.69100 25.94000 49.48200 -0.190
C 40.46200 24.79300 50.37500 -0.156
C 39.32300 25.28100 51.37300 -0.136
N 39.24800 24.33700 52.49800 -0.053
C 38.04800 24.54700 53.28800 -0.253
C 37.83600 23.39400 54.13900 -0.248
O 36.54500 23.53000 54.83900 -0.234
C 36.39600 22.54300 55.83000 -0.118
H 41.77000 26.52000 48.09200 0.108
H 41.61900 24.55700 47.99700 0.089
H 42.66200 25.43000 49.07600 0.018
H 41.42100 24.50900 50.93600 0.131
H 40.12000 23.89800 50.03100 0.064
H 38.37700 25.24600 50.92500 0.101
H 39.45300 26.19900 51.74700 0.076
H 40.00500 24.45700 53.03600 0.000
H 37.10900 24.56500 52.77400 0.115
H 38.11700 25.51200 54.05400 0.179
H 38.83900 23.38800 54.95200 0.188
H 37.87500 22.49700 53.54700 0.095
H 36.63100 21.73100 55.05800 0.113
H 35.36400 22.49600 56.29900 0.098
H 37.03300 22.91900 56.62000 0.075
C 51.18700 28.18400 46.82300 -0.115
O 50.13600 27.73800 47.64700 -0.242
C 49.54000 26.40100 47.39700 -0.184
C 48.50900 26.20700 48.49100 -0.247
N 47.82800 24.89100 48.29200 -0.039
C 46.31600 24.93100 48.73300 -0.180
C 45.62100 23.74100 48.28200 -0.283
O 44.32200 23.74500 48.87500 -0.242
C 43.62700 22.60200 48.30900 -0.057
H 51.66300 29.07000 47.24300 0.088
H 50.80300 28.40700 45.88600 0.058
H 51.92600 27.36300 46.85800 0.090
H 50.45100 25.71400 47.63600 0.143
H 49.09700 26.30300 46.39900 0.121
H 47.99100 27.20200 48.46200 0.131
H 48.82300 26.54600 49.44000 0.093
H 48.26700 23.99700 48.66100 0.131
H 45.79700 25.78200 48.21600 0.141
H 46.28000 24.86800 49.86700 0.124
H 46.34400 22.95800 48.24900 0.115
H 45.29600 23.91500 47.17200 0.160
H 42.59400 22.55200 48.67200 0.084
H 44.24100 21.75000 48.87500 0.160
H 43.41200 22.62700 47.36300 0.027
C 37.69100 21.91700 49.62300 -0.129
O 37.19600 22.56800 50.84200 -0.106
H 37.18100 22.46900 48.67200 0.112
H 37.23600 20.82400 49.70600 0.102
H 38.76800 21.79600 49.48600 0.053
H 37.86900 23.01600 51.18400 -0.069
C 41.31700 21.80800 52.69100 -0.214
O 41.85000 21.26400 51.54900 -0.135
H 41.55500 21.02700 53.58100 0.130
H 40.12200 21.97700 52.76800 0.127
H 41.42400 22.64200 52.88400 -0.128
H 42.61500 21.98200 51.21400 0.138
C 42.34700 23.73100 54.57500 -0.141
O 41.66100 24.54600 53.66400 -0.130
H 43.45100 23.50500 54.37800 0.084
H 41.78600 22.96300 54.83700 0.006
H 42.45200 24.50200 55.55600 0.156
H 42.23200 25.26500 53.50000 0.074
C 40.40900 20.38100 57.05000 -0.223
O 39.99500 20.13300 55.75100 -0.177
H 41.26700 20.01400 57.33500 -0.008
H 39.72900 20.03900 57.90700 0.108
H 40.65000 21.51500 56.99900 0.110
H 39.29900 19.26900 55.82900 0.189
C 44.74100 24.00200 52.28900 -0.101
O 44.31400 22.90700 51.50100 -0.061
H 45.62400 23.74700 52.96400 0.119
H 43.94000 24.32900 52.86800 0.018
H 45.05700 24.78000 51.69700 0.047
H 44.47800 23.13300 50.67300 -0.053
```

Its SMILES is COCCNCCOC.COCCNCCOC.COCCNCCOC.CO.CO.CO.CO.CO. Its net charge is 0.

---

Entry 2:
Here is a cluster of 11 separate species, C23H68N8O11 in total from OMol25. Energies are from wB97M-V/def2-TZVPD.

```
110
Properties=species:S:1:pos:R:3:lowdin_charge:R:1
C -0.11682 2.21725 -2.80797 -0.137
O 0.52618 0.96225 -2.62997 -0.101
H -0.00682 2.78525 -1.93597 0.015
H -1.15182 2.22825 -3.04397 0.053
H 0.34818 2.68625 -3.70797 0.107
H 0.02618 0.43925 -2.02597 -0.002
C -0.24982 -0.54075 -0.20197 -0.628
O 0.04318 -1.62575 -0.95697 -0.064
N 0.40118 -0.02275 0.77703 0.176
N -1.25882 0.21425 -0.52197 0.202
H 1.38318 -0.23875 1.15103 0.121
H 0.01218 0.69225 1.29803 0.035
H -1.93382 -0.07675 -1.21997 0.066
H -1.54082 1.07425 -0.04297 0.101
C -1.67482 -2.97375 1.91503 -0.530
O -2.01782 -2.88875 0.54103 -0.158
N -0.92582 -2.01975 2.37903 0.164
N -1.98682 -4.07075 2.60003 0.162
H -0.58782 -1.25275 1.77803 0.067
H -0.87782 -1.92375 3.44603 0.148
H -2.55382 -4.86075 2.23703 0.142
H -1.85482 -4.05775 3.61403 0.108
C -1.26682 -4.43175 -2.22097 -0.607
O -1.22482 -4.78375 -3.55097 -0.093
N -1.74382 -5.12375 -1.21797 0.013
N -0.23082 -4.34775 -1.45897 0.058
H -2.53182 -5.70275 -1.70897 0.113
H -2.43482 -4.46875 -0.68897 0.106
H 0.57718 -4.00375 -2.17297 0.065
H -0.29182 -3.43375 -1.03997 0.051
C 2.23918 -4.34975 -3.47897 -0.626
O 3.04618 -5.27775 -2.83597 -0.123
N 1.66118 -3.35475 -2.91597 0.119
N 1.94018 -4.44875 -4.75997 0.143
H 2.23818 -2.97275 -2.14897 0.084
H 1.21018 -2.54475 -3.41497 0.174
H 2.29618 -5.29675 -5.29097 0.145
H 1.26518 -3.85675 -5.28197 0.124
C -4.17982 -1.15775 -4.12997 -0.018
C -3.87982 -0.66875 -2.68597 -0.605
C -3.37182 -1.83175 -1.75797 -0.029
O -3.07882 0.22525 -2.48297 -0.005
H -4.87382 -0.52875 -4.63197 0.050
H -4.76682 -2.09275 -4.16697 0.087
H -3.31382 -1.24375 -4.75697 0.076
H -4.80482 -0.20175 -2.31997 0.139
H -2.33682 -2.16475 -1.96997 0.072
H -4.09982 -2.64075 -1.95697 0.090
H -3.29182 -1.52875 -0.68597 0.068
H -3.47282 1.04925 -2.64697 0.110
C 2.23918 0.80425 3.41503 -0.034
C 3.05918 -0.36375 2.94803 -0.583
C 2.54918 -1.70175 3.57603 0.005
O 3.00018 -0.45975 1.69203 -0.027
H 1.21518 0.71125 3.29503 0.021
H 2.62918 1.69925 2.92603 0.085
H 2.33018 0.86525 4.56603 0.125
H 4.13218 -0.20175 3.13703 0.160
H 3.26918 -2.53475 3.39803 0.102
H 1.56118 -1.93575 3.17203 0.061
H 2.47118 -1.47475 4.60103 0.055
H 3.73018 0.03425 1.41403 0.095
C 1.04318 4.91225 -0.40497 -0.006
C 2.25918 4.15425 0.05603 -0.590
C 2.03518 2.68525 0.35103 -0.038
O 3.17718 4.16025 -0.82897 0.004
H 1.32918 5.88425 -0.66297 0.076
H 0.35618 4.98225 0.41803 0.064
H 0.50518 4.53925 -1.19597 0.038
H 2.73318 4.58225 0.93203 0.139
H 1.32218 2.53925 1.19503 0.064
H 3.00518 2.22525 0.53703 0.076
H 1.68818 2.13525 -0.45397 0.046
H 3.84318 3.44325 -0.63797 0.135
C 5.10818 -2.28575 -1.67297 -0.026
C 4.02418 -1.81175 -0.78297 -0.627
C 3.31918 -0.62775 -1.45397 -0.044
O 3.07618 -2.63575 -0.72697 0.019
H 5.72718 -1.36475 -1.85597 0.107
H 4.72418 -2.72875 -2.60197 0.093
H 5.65418 -3.01975 -1.15297 0.070
H 4.50818 -1.59375 0.12103 0.119
H 2.43018 -0.33675 -0.94797 0.026
H 3.04918 -0.78875 -2.56497 0.126
H 3.79718 0.35525 -1.38997 0.069
H 2.68018 -2.49975 0.10103 0.102
C -4.12982 3.95325 1.63203 -0.002
C -3.50582 3.32625 0.35703 -0.619
C -2.07382 3.77725 0.02103 -0.028
O -3.45482 2.10225 0.42003 0.005
H -5.14982 3.57125 1.82703 0.094
H -4.14882 5.03625 1.56303 0.085
H -3.52382 3.73525 2.42803 0.022
H -4.06782 3.65025 -0.52597 0.143
H -1.88282 4.77725 0.28703 0.070
H -2.01182 3.82025 -1.01697 0.061
H -1.23982 3.29225 0.41403 0.040
H -4.37982 1.75125 0.24503 0.178
C -0.61082 1.66825 4.95303 -0.017
C -1.02482 2.20525 3.60203 -0.651
C -0.38382 3.53225 3.28503 -0.023
O -1.03682 1.48025 2.60403 0.019
H -0.45682 0.58825 4.84803 0.078
H -1.29582 2.07425 5.73703 0.109
H 0.41018 1.99525 5.05003 0.052
H -2.07482 2.49125 3.67203 0.131
H -1.02882 4.00125 2.56603 0.049
H 0.62818 3.56525 2.84603 0.081
H -0.50982 4.28725 4.08003 0.101
H -1.90882 1.40825 2.32903 0.088
```

Its net charge is 0.

---

no.,LUMO energy (eV)
1,0.43
2,-0.24